[1]
Density functional theory data (ωB97M-V/def2-TZVPD) for C24H41N8OS2Ti as an isolated structure in a non-equilibrium geometry.

Output
multiplicity = 1
net charge = +3
E_HOMO (spin up / spin down) = -14.98 / -14.98 eV
frontier orbital gap (spin up / spin down) = 0.1646 / 0.1646 Eh

Positions of all 77 atoms, in Å:
1 Ti 0.91 -1.29 -0.66
2 N -1.33 -0.91 0.07
3 C -1.92 -2.31 0.03
4 C -1.05 -3.28 -0.84
5 N 0.38 -3.51 -0.47
6 C 1.11 -4.20 -1.58
7 C 2.58 -3.76 -1.62
8 N 2.62 -2.26 -1.58
9 C 0.51 -4.08 0.87
10 C 1.60 -3.32 1.63
11 N 1.56 -1.83 1.41
12 H -1.78 -0.30 -0.63
13 H -1.39 -0.47 1.00
14 H -2.11 -2.70 1.03
15 H -2.89 -2.20 -0.45
16 H -1.56 -4.27 -0.81
17 H -1.14 -3.04 -1.91
18 H 1.02 -5.30 -1.46
19 H 0.59 -3.90 -2.52
20 H 3.15 -4.16 -0.77
21 H 3.04 -4.17 -2.50
22 H 3.37 -1.88 -1.00
23 H 2.73 -1.81 -2.49
24 H -0.48 -4.02 1.34
25 H 0.85 -5.14 0.81
26 H 1.51 -3.47 2.74
27 H 2.62 -3.59 1.33
28 H 0.95 -1.38 2.07
29 H 2.48 -1.40 1.60
30 C 0.22 4.20 -2.78
31 C 1.70 3.98 -2.57
32 N 2.05 2.94 -1.59
33 C 2.63 3.38 -0.38
34 C 1.65 3.70 0.76
35 C 1.71 1.65 -1.79
36 S 2.12 0.54 -0.43
37 N 1.21 1.20 -2.95
38 C 0.53 0.07 -3.17
39 O -0.09 -0.60 -2.21
40 C 0.28 -0.30 -4.55
41 C 0.73 0.65 -5.47
42 C 0.17 0.73 -6.74
43 C -0.84 -0.14 -7.15
44 C -1.22 -1.13 -6.22
45 C -0.67 -1.25 -4.95
46 H 0.05 4.78 -3.70
47 H -0.27 4.75 -1.94
48 H -0.34 3.28 -2.89
49 H 2.15 4.95 -2.25
50 H 2.15 3.68 -3.57
51 H 3.23 4.27 -0.68
52 H 3.32 2.64 0.01
53 H 0.97 4.46 0.51
54 H 2.26 4.02 1.61
55 H 1.07 2.75 1.05
56 H 1.51 1.31 -5.22
57 H 0.57 1.45 -7.39
58 H -1.32 -0.17 -8.13
59 H -1.98 -1.84 -6.54
60 H -0.95 -2.11 -4.33
61 C -0.94 2.72 7.59
62 C -1.66 1.98 6.49
63 C -3.04 1.78 6.49
64 C -3.64 1.14 5.43
65 N -2.85 0.64 4.42
66 C -1.54 0.70 4.47
67 S -0.57 -0.08 3.26
68 N -0.91 1.38 5.51
69 C -5.11 0.90 5.27
70 H -1.07 3.76 7.43
71 H 0.09 2.38 7.55
72 H -1.37 2.45 8.54
73 H -3.55 2.16 7.39
74 H 0.11 1.50 5.48
75 H -5.26 0.21 4.48
76 H -5.60 1.83 5.02
77 H -5.62 0.62 6.22

***

[2]
Density functional theory data (ωB97M-V/def2-TZVPD) for C53H61BeClGe2O3S4Si as an isolated structure.

Output
multiplicity = 1
net charge = -2
E_HOMO = -2.35 eV
frontier orbital gap = 0.2337 Eh
relative energy (zero: lowest compared OMol25 entry of this formula, charge and spin) = 0.0 kJ/mol

Positions of all 126 atoms, in Å:
1 Be -2.16 0.01 -2.18
2 C -0.55 2.76 -6.25
3 C 0.48 2.07 -5.39
4 C 1.01 2.71 -4.28
5 C 1.92 2.08 -3.44
6 C 2.50 2.83 -2.27
7 C 2.29 0.76 -3.71
8 C 1.81 0.11 -4.85
9 C 2.18 -1.31 -5.15
10 C 0.91 0.78 -5.67
11 C 3.27 0.06 -2.81
12 C 4.59 0.08 -3.25
13 C 5.60 -0.49 -2.50
14 C 5.29 -1.04 -1.27
15 C 3.97 -1.05 -0.80
16 C 2.93 -0.54 -1.58
17 Ge 0.99 -0.65 -1.04
18 S -0.34 -1.16 -2.64
19 S 0.49 -2.05 0.69
20 Ge -0.96 -0.35 1.10
21 S -2.80 -0.41 0.01
22 S 0.50 1.15 0.23
23 C -1.27 -0.06 3.05
24 C -1.77 -1.12 3.84
25 C -2.09 -0.91 5.18
26 C -1.94 0.33 5.77
27 C -1.44 1.37 5.00
28 C -1.10 1.19 3.66
29 C -0.53 2.38 2.96
30 C -1.35 3.24 2.22
31 C -2.81 2.95 2.02
32 C -0.77 4.35 1.60
33 C 0.58 4.61 1.68
34 C 1.20 5.75 0.92
35 C 1.38 3.75 2.44
36 C 0.84 2.64 3.08
37 C 1.73 1.68 3.81
38 C -1.96 -2.50 3.29
39 C -3.18 -2.89 2.75
40 C -4.37 -1.97 2.73
41 C -3.29 -4.17 2.20
42 C -2.23 -5.06 2.21
43 C -2.34 -6.40 1.53
44 C -1.05 -4.68 2.83
45 C -0.90 -3.41 3.38
46 C 0.40 -3.03 4.03
47 C 3.83 -1.57 0.60
48 C 3.66 -2.94 0.84
49 C 3.43 -3.89 -0.30
50 C 3.67 -3.40 2.15
51 C 3.83 -2.54 3.22
52 C 3.84 -3.05 4.64
53 C 3.99 -1.18 2.96
54 C 3.99 -0.68 1.67
55 C 4.17 0.79 1.43
56 H -0.21 3.75 -6.55
57 H -1.48 2.87 -5.68
58 H -0.76 2.18 -7.15
59 H 0.70 3.73 -4.05
60 H 2.27 3.90 -2.35
61 H 3.59 2.72 -2.23
62 H 2.10 2.48 -1.32
63 H 3.26 -1.47 -5.11
64 H 1.82 -1.60 -6.14
65 H 1.71 -1.97 -4.42
66 H 0.50 0.26 -6.53
67 H 4.81 0.55 -4.20
68 H 6.63 -0.48 -2.85
69 H 6.07 -1.45 -0.63
70 H -2.47 -1.75 5.76
71 H -2.20 0.49 6.81
72 H -1.31 2.36 5.44
73 H -3.28 2.56 2.93
74 H -2.95 2.19 1.25
75 H -3.35 3.86 1.72
76 H -1.41 5.01 1.02
77 H 0.44 6.45 0.57
78 H 1.72 5.38 0.04
79 H 1.93 6.29 1.53
80 H 2.45 3.93 2.51
81 H 2.74 2.08 3.90
82 H 1.78 0.73 3.25
83 H 1.35 1.44 4.81
84 H -4.37 -1.29 3.58
85 H -5.29 -2.55 2.74
86 H -4.35 -1.37 1.82
87 H -4.23 -4.45 1.74
88 H -3.38 -6.66 1.33
89 H -1.90 -7.19 2.14
90 H -1.81 -6.38 0.58
91 H -0.21 -5.37 2.87
92 H 1.07 -3.88 4.07
93 H 0.24 -2.66 5.05
94 H 0.90 -2.24 3.46
95 H 4.14 -3.73 -1.11
96 H 2.42 -3.73 -0.72
97 H 3.49 -4.92 0.03
98 H 3.53 -4.46 2.33
99 H 3.85 -4.14 4.67
100 H 2.94 -2.71 5.17
101 H 4.70 -2.68 5.19
102 H 4.11 -0.49 3.79
103 H 4.47 1.30 2.35
104 H 3.23 1.23 1.08
105 H 4.93 0.98 0.66
106 C -5.93 -1.51 -3.37
107 Si -4.78 -0.02 -3.55
108 C -4.81 0.50 -5.36
109 C -5.51 1.38 -2.53
110 O -3.30 -0.40 -3.09
111 H -6.95 -1.28 -3.70
112 H -5.97 -1.83 -2.32
113 H -5.56 -2.35 -3.96
114 H -5.81 0.77 -5.70
115 H -4.42 -0.29 -6.00
116 H -4.16 1.38 -5.47
117 H -6.55 1.60 -2.81
118 H -4.91 2.28 -2.68
119 H -5.47 1.12 -1.47
120 Cl -1.25 5.39 -2.62
121 C -1.28 3.77 -1.85
122 C -1.95 2.67 -2.68
123 O -2.61 2.91 -3.68
124 O -1.72 1.55 -2.11
125 H -1.83 3.87 -0.92
126 H -0.26 3.48 -1.62

***

[3]
Density functional theory data (ωB97M-V/def2-TZVPD) for C37H32Br2F4N2O4P2ReS4 as an isolated structure in a non-equilibrium geometry.

Output
multiplicity = 3
net charge = +1
E_HOMO (spin up / spin down) = -10.27 / -9.75 eV
frontier orbital gap (spin up / spin down) = 0.2681 / 0.2475 Eh

Positions of all 88 atoms, in Å:
1 Re -0.02 1.42 -1.45
2 F -0.63 0.51 -6.96
3 C -0.27 0.09 -5.74
4 C 0.18 -1.22 -5.59
5 F 0.23 -2.03 -6.64
6 C 0.58 -1.64 -4.33
7 F 1.05 -2.89 -4.17
8 C 0.49 -0.77 -3.27
9 P 1.09 -0.77 -1.56
10 C 2.87 -0.97 -1.76
11 C 3.42 -2.19 -2.15
12 C 4.79 -2.28 -2.39
13 C 5.59 -1.16 -2.26
14 C 5.05 0.06 -1.89
15 C 3.69 0.15 -1.63
16 C 0.34 -2.27 -0.87
17 C -1.00 -2.50 -1.20
18 C -1.63 -3.67 -0.81
19 C -0.92 -4.63 -0.09
20 C 0.40 -4.39 0.26
21 C 1.03 -3.21 -0.12
22 C -0.03 0.52 -3.39
23 Br 1.57 2.95 -2.57
24 C -0.36 0.95 -4.66
25 F -0.81 2.20 -4.88
26 H 2.80 -3.07 -2.28
27 H 5.22 -3.23 -2.68
28 H 6.66 -1.24 -2.45
29 H 5.67 0.93 -1.80
30 H 3.25 1.10 -1.34
31 H -1.53 -1.77 -1.79
32 H -2.66 -3.85 -1.07
33 H -1.39 -5.56 0.18
34 H 0.95 -5.14 0.82
35 H 2.06 -3.03 0.16
36 C -0.88 -1.32 5.79
37 C 0.55 -0.84 5.76
38 O 1.10 -1.02 4.42
39 P 1.50 0.17 3.47
40 S 2.47 -0.45 1.93
41 S -0.28 1.29 3.19
42 O 2.19 1.29 4.37
43 C 3.56 1.75 4.20
44 C 4.44 1.16 5.28
45 H -1.26 -1.26 6.81
46 H -0.93 -2.36 5.46
47 H -1.51 -0.71 5.14
48 H 1.18 -1.43 6.41
49 H 0.63 0.21 6.05
50 H 3.52 2.83 4.27
51 H 3.92 1.46 3.22
52 H 4.03 1.36 6.27
53 H 5.43 1.60 5.22
54 H 4.52 0.08 5.15
55 C 1.73 3.42 1.13
56 C 0.31 3.77 0.85
57 N -0.39 3.34 -0.16
58 C -1.64 3.91 -0.24
59 C -1.92 4.77 0.77
60 S -0.56 4.90 1.82
61 C -2.47 3.58 -1.39
62 C -3.42 4.37 -1.94
63 S -4.15 3.56 -3.25
64 C -3.14 2.20 -2.99
65 N -2.29 2.36 -2.01
66 C -3.33 0.96 -3.80
67 H 2.00 2.51 0.60
68 H 1.90 3.28 2.20
69 H 2.37 4.22 0.77
70 H -2.83 5.31 0.96
71 H -3.70 5.38 -1.67
72 H -4.34 0.57 -3.65
73 H -2.62 0.19 -3.51
74 H -3.22 1.17 -4.86
75 Br -6.76 -2.87 -0.03
76 C -5.14 -1.97 0.35
77 C -4.48 -2.23 1.54
78 C -3.30 -1.56 1.83
79 C -2.78 -0.65 0.91
80 C -3.46 -0.40 -0.29
81 C -4.63 -1.06 -0.57
82 C -1.56 0.12 1.20
83 O -1.29 0.14 2.51
84 O -0.90 0.74 0.38
85 H -4.89 -2.94 2.24
86 H -2.78 -1.76 2.75
87 H -3.05 0.32 -0.98
88 H -5.18 -0.86 -1.48

***

[4]
Density functional theory data (ωB97M-V/def2-TZVPD) for one molecule with the formula C10H15BN2 in a non-equilibrium geometry.

Output
structure (SMILES) = CN1CCN(C)B1c1ccccc1
multiplicity = 1
net charge = 0
E_HOMO = -7.97 eV
frontier orbital gap = 0.3209 Eh
relative energy (zero: lowest compared OMol25 entry of this formula, charge and spin) = 0.0 kJ/mol

Positions of all 28 atoms, in Å:
1 C -1.05 0.98 -2.31
2 N 0.13 0.60 -1.61
3 C 1.39 0.46 -2.31
4 C 2.45 -0.04 -1.27
5 N 1.86 0.03 0.07
6 C 2.48 -0.74 1.13
7 B 0.49 0.45 -0.22
8 C -0.63 0.07 0.75
9 C -1.13 1.06 1.58
10 C -2.26 0.77 2.34
11 C -2.79 -0.52 2.34
12 C -2.23 -1.49 1.53
13 C -1.16 -1.20 0.74
14 H -0.84 1.78 -3.01
15 H -1.43 0.11 -2.89
16 H -1.81 1.31 -1.63
17 H 1.20 -0.25 -3.13
18 H 1.63 1.46 -2.73
19 H 3.37 0.50 -1.30
20 H 2.74 -1.10 -1.48
21 H 2.53 -1.80 0.95
22 H 1.90 -0.55 2.01
23 H 3.50 -0.33 1.29
24 H -0.70 2.06 1.57
25 H -2.64 1.55 2.99
26 H -3.66 -0.74 2.94
27 H -2.62 -2.48 1.54
28 H -0.72 -1.94 0.12